Run a
{"formula": "C2H2FO3S", "method": "the ωB97M-V functional and the def2-TZVPD basis", "species": ["C", "C", "O", "O", "O", "F", "S", "H", "H"], "xyz": [[-0.1444, 0.5102, -0.5674], [0.8054, 1.3217, -0.0956], [2.9246, 0.3701, -1.0789], [2.8787, -1.4826, 0.5639], [1.8789, 0.8404, 1.2125], [1.0145, 2.5013, -0.5533], [3.1653, -0.0561, 0.3001], [-0.6461, 0.7242, -1.5355], [-0.3046, -0.6102, -0.2872]], "spin_multiplicity": 1, "lumo_energy_ev": 4.216, "gap_ev": 8.2, "e_homo_ev": -3.97, "charge": -1}

Run b
{"formula": "C2H2FO3S", "method": "the ωB97M-V functional and the def2-TZVPD basis", "species": ["C", "C", "O", "O", "O", "F", "S", "H", "H"], "xyz": [[1.2207, 0.0705, 0.7763], [-0.1254, 0.1616, 0.6736], [4.7683, 1.9795, 0.1836], [2.1396, 0.8834, 1.0107], [4.8742, -0.4244, 0.1363], [1.7037, -1.2456, 0.5591], [4.5004, 0.7559, 0.8894], [-0.9741, -0.5921, 0.4852], [-0.4856, 1.1842, 0.5587]], "spin_multiplicity": 1, "lumo_energy_ev": 3.570, "gap_ev": 7.1, "e_homo_ev": -3.55, "charge": -1}

Run c
{"formula": "C2H2FO3S", "method": "the ωB97M-V functional and the def2-TZVPD basis", "species": ["C", "C", "F", "S", "O", "O", "O", "H", "H"], "xyz": [[0.0722, -0.2140, 0.2098], [1.3472, -0.7544, 0.1267], [1.5147, -2.0155, -0.2594], [2.8382, 0.2580, 0.0149], [3.6599, -0.2630, 1.0631], [2.4018, 1.6160, 0.1799], [3.2624, -0.0154, -1.2877], [-0.0472, 0.7122, 0.5847], [-0.8234, -0.7352, 0.1833]], "spin_multiplicity": 1, "lumo_energy_ev": 4.126, "gap_ev": 9.2, "e_homo_ev": -5.10, "smiles": "C=C(F)S(=O)(=O)[O-]", "charge": -1}

Which is most stable? The ranking, best first, is run b, run c, run a.

Run a
{"formula": "CH7O3", "method": "the ωB97M-V functional and the def2-TZVPD basis", "species": ["C", "O", "H", "H", "H", "H", "H", "O", "H", "H", "O"], "xyz": [[-0.5611, 1.7124, 0.4739], [-0.0309, 0.4334, 0.2983], [0.2346, 2.2499, 1.0508], [-0.6215, 2.2635, -0.5184], [-1.5119, 1.7554, 1.0282], [1.2743, -0.2626, -0.0347], [2.2755, -1.4629, -0.1341], [2.2540, -0.5063, -0.2107], [-2.1730, -0.9825, -0.9626], [-1.0488, -0.7802, -0.0243], [-1.5800, -1.5548, -0.4764]], "spin_multiplicity": 1, "lumo_energy_ev": 4.438, "gap_ev": 8.0, "e_homo_ev": -3.53, "charge": -1}

Run b
{"formula": "CH7O3", "method": "the ωB97M-V functional and the def2-TZVPD basis", "species": ["C", "O", "H", "H", "H", "H", "H", "O", "H", "H", "O"], "xyz": [[0.9076, 1.2646, -0.2677], [0.0269, 0.2557, -0.5714], [1.3662, 1.0398, 0.7356], [1.5497, 1.5443, -1.0613], [0.4540, 2.2294, -0.1914], [-0.0684, -0.0547, 1.1658], [0.3500, -0.9982, 2.1235], [-0.4572, -0.5557, 1.9123], [-1.0563, -2.1897, -1.4822], [-1.3520, -1.0219, -0.7523], [-1.7204, -1.5135, -1.6109]], "spin_multiplicity": 1, "lumo_energy_ev": 4.369, "gap_ev": 7.2, "e_homo_ev": -2.87, "charge": -1}

Which is most stable? The ranking, best first, is run a, run b.

Run a
{"formula": "C49H52F3N5OS2V", "method": "the ωB97M-V functional and the def2-TZVPD basis", "species": ["V", "C", "C", "C", "C", "C", "C", "C", "C", "C", "C", "C", "C", "C", "C", "C", "C", "N", "C", "C", "C", "N", "C", "C", "C", "N", "C", "C", "C", "C", "C", "C", "C", "C", "C", "C", "C", "C", "N", "C", "C", "H", "H", "H", "H", "H", "H", "H", "H", "H", "H", "H", "H", "H", "H", "H", "H", "H", "H", "H", "H", "H", "H", "H", "H", "H", "H", "H", "H", "H", "H", "H", "H", "H", "H", "H", "H", "H", "H", "H", "H", "H", "H", "H", "H", "S", "C", "C", "C", "C", "C", "C", "S", "H", "H", "H", "H", "F", "C", "F", "F", "C", "C", "C", "N", "C", "C", "H", "H", "H", "H", "O", "C"], "xyz": [[-20.4375, 9.1417, -3.5940], [-23.5713, 14.3198, -1.0531], [-23.6839, 13.7290, -2.4803], [-22.4845, 12.8828, -2.8519], [-21.2343, 13.3293, -3.3118], [-20.8545, 14.7170, -3.6290], [-20.0981, 15.3639, -2.4469], [-20.3510, 12.2264, -3.4019], [-19.0286, 12.2561, -3.7399], [-18.1536, 11.1766, -3.8365], [-16.7522, 11.3372, -4.1883], [-16.1300, 12.6777, -4.5834], [-16.5323, 13.0783, -5.9888], [-16.2512, 10.0491, -4.1944], [-17.3544, 9.1474, -3.8420], [-17.3305, 7.7162, -3.7785], [-18.3857, 6.9122, -3.4990], [-19.7123, 7.2918, -3.1762], [-20.3867, 6.1352, -2.9250], [-21.6757, 6.0699, -2.4693], [-22.4525, 7.2252, -2.2518], [-22.1172, 8.4860, -2.4989], [-23.2551, 9.2354, -2.2075], [-23.3749, 10.5573, -2.4417], [-22.3317, 11.4536, -2.8263], [-21.0780, 11.0845, -3.1252], [-24.3363, 8.4006, -1.7976], [-23.8597, 7.1531, -1.8324], [-24.5683, 5.8887, -1.3946], [-24.0378, 5.3882, -0.0614], [-25.7227, 8.8884, -1.4149], [-25.8505, 9.4287, 0.0482], [-19.5044, 4.9759, -3.0721], [-18.3191, 5.4441, -3.4863], [-17.0677, 4.6915, -3.8100], [-16.0894, 4.6681, -2.6234], [-19.9238, 3.5761, -2.9168], [-20.8675, 3.0845, -4.0071], [-18.4714, 9.8643, -3.6432], [-14.8541, 9.5426, -4.4943], [-14.0019, 9.4083, -3.2354], [-24.5123, 14.7826, -0.7562], [-22.7919, 15.0172, -0.9978], [-23.2749, 13.4945, -0.3749], [-23.7617, 14.5671, -3.1697], [-24.5772, 13.1487, -2.6358], [-21.7920, 15.2821, -3.7889], [-20.2956, 14.7591, -4.5698], [-20.7219, 15.3168, -1.5779], [-19.8386, 16.4491, -2.5442], [-19.1769, 14.8281, -2.2322], [-18.6139, 13.2382, -3.9399], [-15.0758, 12.4747, -4.4217], [-16.3520, 13.4398, -3.8744], [-16.2111, 12.3629, -6.7141], [-16.1794, 14.0632, -6.2218], [-17.6189, 13.1430, -6.0680], [-16.4052, 7.1879, -3.9496], [-22.1967, 5.1716, -2.2035], [-24.3989, 10.9810, -2.3263], [-24.4354, 5.1426, -2.1923], [-25.6286, 6.1267, -1.2776], [-22.9987, 5.0989, -0.0284], [-24.6986, 4.5355, 0.2222], [-24.1568, 6.1823, 0.7125], [-26.4435, 8.0767, -1.5366], [-26.0404, 9.6771, -2.1028], [-25.5569, 8.6816, 0.7916], [-26.9312, 9.7800, 0.1426], [-25.2291, 10.3370, 0.1780], [-16.5795, 5.1703, -4.6986], [-17.2697, 3.6273, -4.1262], [-15.9249, 5.7031, -2.3149], [-15.0540, 4.3151, -2.8861], [-16.4482, 4.1382, -1.7185], [-20.3351, 3.2915, -1.9741], [-19.0133, 2.9918, -3.0134], [-21.8363, 3.5415, -4.0191], [-20.9888, 2.0068, -3.8031], [-20.4380, 3.0795, -4.9795], [-14.3934, 10.1829, -5.1910], [-14.9098, 8.5523, -4.9314], [-13.6873, 10.4427, -2.9093], [-13.0547, 8.9448, -3.4746], [-14.4541, 8.8495, -2.4628], [-22.2617, 7.4581, -5.9050], [-22.8890, 8.2553, -7.3594], [-23.2571, 7.5854, -8.5356], [-23.7850, 8.3112, -9.5903], [-23.8374, 9.7233, -9.5891], [-23.4480, 10.3632, -8.4331], [-22.9990, 9.6533, -7.2923], [-22.4245, 10.3963, -5.8665], [-23.1180, 6.4938, -8.5695], [-24.0808, 7.7167, -10.4361], [-24.2404, 10.2969, -10.4172], [-23.6297, 11.4620, -8.3813], [-12.7935, 10.3237, -9.4515], [-13.7894, 9.5552, -9.9797], [-13.1992, 8.4722, -10.4229], [-14.3251, 10.1774, -11.0405], [-14.8339, 9.2465, -8.9028], [-14.7051, 8.1309, -8.0896], [-15.7414, 7.8096, -7.2086], [-16.9159, 8.4496, -7.1564], [-17.0318, 9.5172, -7.9417], [-16.0220, 9.9772, -8.8083], [-13.7761, 7.5520, -8.0574], [-15.6311, 7.0251, -6.5074], [-17.9898, 10.0462, -7.8995], [-16.2613, 10.8007, -9.4512], [-20.2519, 9.1203, -5.4400], [-21.5809, 8.9433, -5.2950]], "spin_multiplicity": 2, "lumo_energy_ev": [-0.948, -0.935], "gap_ev": [5.8, 5.8], "e_homo_ev": [-6.73, -6.71], "charge": 0, "s_squared": 0.802}

Run b
{"formula": "C49H52F3N5OS2V", "method": "the ωB97M-V functional and the def2-TZVPD basis", "species": ["V", "C", "C", "C", "C", "C", "C", "C", "C", "C", "C", "C", "C", "C", "C", "C", "C", "N", "C", "C", "C", "N", "C", "C", "C", "N", "C", "C", "C", "C", "C", "C", "C", "C", "C", "C", "C", "C", "N", "C", "C", "H", "H", "H", "H", "H", "H", "H", "H", "H", "H", "H", "H", "H", "H", "H", "H", "H", "H", "H", "H", "H", "H", "H", "H", "H", "H", "H", "H", "H", "H", "H", "H", "H", "H", "H", "H", "H", "H", "H", "H", "H", "H", "H", "H", "S", "C", "C", "C", "C", "C", "C", "S", "H", "H", "H", "H", "F", "C", "F", "F", "C", "C", "C", "N", "C", "C", "H", "H", "H", "H", "O", "C"], "xyz": [[-1.0782, -0.3847, 0.0717], [2.9278, -4.9321, -3.1840], [3.8829, -3.8340, -2.6593], [3.1796, -2.8968, -1.7229], [3.2762, -2.5908, -0.4451], [4.3429, -3.1891, 0.4792], [5.5726, -2.3375, 0.5799], [2.3668, -1.5494, 0.0188], [2.3212, -1.2292, 1.3256], [1.4403, -0.4481, 2.1233], [1.6191, -0.0073, 3.4521], [2.7660, -0.4295, 4.3732], [2.6261, -1.8809, 4.8233], [0.5483, 0.8125, 3.7945], [-0.2775, 0.8232, 2.7068], [-1.5815, 1.4951, 2.4290], [-1.4708, 2.2301, 1.1398], [-1.1064, 1.6450, 0.0346], [-1.1313, 2.6118, -0.9373], [-0.7047, 2.4399, -2.2882], [-0.0520, 1.4451, -2.9542], [0.6185, 0.2680, -2.5244], [1.1546, -0.3524, -3.5835], [1.8045, -1.5860, -3.4540], [2.0989, -1.9800, -2.2184], [1.5988, -1.2429, -1.1009], [0.9746, 0.4348, -4.7853], [0.2115, 1.4944, -4.3876], [-0.2910, 2.5688, -5.2787], [-1.7372, 2.2249, -5.7468], [1.4688, 0.1104, -6.1429], [2.9650, 0.4975, -6.3010], [-1.6936, 3.8267, -0.3783], [-1.8549, 3.5892, 0.9538], [-2.2862, 4.5170, 2.0721], [-1.1494, 4.7287, 3.0954], [-1.8865, 5.0740, -1.2122], [-0.6121, 5.8887, -1.3528], [0.2007, 0.0434, 1.6998], [0.3307, 1.4899, 5.1146], [-0.4749, 0.5244, 5.9940], [3.3986, -5.4182, -4.0725], [1.9949, -4.4190, -3.4446], [2.6440, -5.6279, -2.3645], [4.3558, -3.2963, -3.5002], [4.7018, -4.3067, -2.1075], [4.5850, -4.1932, 0.0944], [4.0020, -3.4829, 1.4748], [6.0588, -2.2172, -0.3690], [6.3143, -2.6967, 1.2537], [5.2061, -1.3283, 0.9599], [3.0636, -1.7165, 1.8996], [2.7404, 0.2353, 5.2551], [3.7586, -0.2566, 3.8697], [1.7792, -1.9748, 5.4732], [3.5038, -2.2890, 5.3531], [2.4744, -2.5025, 3.9428], [-1.9145, 2.1808, 3.1868], [-1.0673, 3.2110, -2.9540], [2.2677, -2.0001, -4.3028], [0.3845, 2.6373, -6.1473], [-0.3324, 3.5476, -4.8227], [-1.7055, 1.2651, -6.2418], [-2.1214, 2.9525, -6.4687], [-2.3383, 2.0998, -4.8598], [0.8199, 0.5802, -6.9315], [1.3117, -0.9648, -6.3523], [3.0567, 1.5775, -6.5883], [3.4458, 0.0355, -7.1367], [3.5479, 0.2508, -5.4251], [-3.1760, 4.1475, 2.6450], [-2.5619, 5.4658, 1.5830], [-0.9501, 3.8634, 3.6875], [-1.3781, 5.5483, 3.8148], [-0.2324, 5.0297, 2.6765], [-2.6986, 5.6742, -0.8208], [-2.2526, 4.7723, -2.2299], [-0.0790, 6.1292, -0.4165], [-0.7742, 6.8461, -1.8550], [0.1378, 5.3200, -1.9850], [-0.2051, 2.4345, 5.0211], [1.3090, 1.6320, 5.6392], [-1.4538, 0.2473, 5.5242], [-0.6711, 0.8680, 7.0154], [0.0294, -0.5076, 6.0091], [-3.1881, -0.7563, -0.9085], [-4.2773, 0.3297, -0.1090], [-5.4174, 0.8356, -0.8109], [-6.1921, 1.8238, -0.2570], [-5.9984, 2.2198, 1.0515], [-4.9788, 1.6951, 1.8040], [-4.0555, 0.8074, 1.1879], [-2.7194, 0.0874, 2.1188], [-5.4714, 0.5268, -1.8447], [-7.0684, 2.2162, -0.7969], [-6.5714, 3.0336, 1.4742], [-4.8976, 1.9854, 2.8590], [-0.9128, -6.9403, 3.0868], [-1.9941, -6.1923, 2.8273], [-2.7145, -6.1143, 3.9673], [-2.7771, -6.8448, 1.9351], [-1.5452, -4.8510, 2.2429], [-1.2018, -3.7789, 3.0475], [-0.9095, -2.5788, 2.3981], [-0.9917, -2.4238, 1.1007], [-1.2508, -3.4552, 0.3142], [-1.5888, -4.6827, 0.8673], [-1.1160, -3.8329, 4.0960], [-0.6506, -1.6751, 2.9556], [-1.1874, -3.3323, -0.7445], [-1.8956, -5.4807, 0.2287], [-0.7051, -1.3400, -1.4088], [0.3887, -0.5473, -1.2878]], "spin_multiplicity": 2, "lumo_energy_ev": [-0.700, -0.703], "gap_ev": [5.7, 5.7], "e_homo_ev": [-6.41, -6.39], "charge": 0, "s_squared": 0.771}

Which is most stable? The ranking, best first, is run a, run b.